No. 1
Below is a cluster of 6 separate species, C9H31O6 in total in a non-equilibrium geometry, with properties calculated with wB97M-V/def2-TZVPD.

Its total energy is -812.66004 Ha. Its molecular weight is 235.3 g/mol. Its charge is +1. For the relative energy (zero: lowest compared OMol25 entry of this formula, charge and spin), the calculation gives 154.4 kJ/mol. The gap between HOMO and LUMO is 0.3982 Ha.

The geometry in XYZ format:
```
46
C9H31O6 wB97M-V/def2-TZVPD
O -8.335 28.435 1.479
H -8.119 27.847 0.684
H -8.376 29.408 1.210
H -9.147 28.096 1.931
C -6.815 25.128 2.279
C -6.997 25.891 3.568
C -5.924 26.959 3.780
O -8.286 26.506 3.481
H -5.971 24.439 2.275
H -6.671 25.838 1.457
H -7.703 24.546 2.025
H -6.918 25.214 4.425
H -5.744 27.575 2.896
H -4.981 26.537 4.127
H -6.255 27.661 4.553
H -8.469 26.982 4.299
C -9.299 31.744 3.092
C -9.822 31.823 1.667
C -9.803 33.228 1.115
O -8.990 30.957 0.864
H -8.218 31.891 3.125
H -9.508 30.748 3.485
H -9.737 32.514 3.722
H -10.852 31.456 1.664
H -10.143 33.363 0.086
H -8.810 33.695 1.121
H -10.379 33.882 1.774
H -9.029 31.246 -0.053
C -4.947 28.540 -0.083
O -5.980 29.445 0.333
H -4.341 28.255 0.780
H -5.390 27.630 -0.485
H -4.336 28.957 -0.885
H -5.547 30.304 0.376
C -8.939 27.585 -1.697
O -7.941 27.119 -0.764
H -9.574 26.751 -2.000
H -9.532 28.359 -1.221
H -8.472 27.973 -2.604
H -7.475 26.406 -1.213
C -11.453 26.987 1.682
O -11.062 28.357 1.862
H -12.279 26.781 2.359
H -11.765 26.819 0.648
H -10.617 26.316 1.872
H -11.774 28.957 1.638
```

Atomic partial charges in e from the Mulliken method, atoms 1 to 4: 0.181 0.337 0.400 0.256



No. 2
Below is a cluster of 6 separate species, C9H31O6 in total in a non-equilibrium geometry, with properties calculated with wB97M-V/def2-TZVPD.

Its total energy is -812.38476 Ha. Its molecular weight is 235.3 g/mol. Its charge is +1. For the relative energy (zero: lowest compared OMol25 entry of this formula, charge and spin), the calculation gives 877.1 kJ/mol. The gap between HOMO and LUMO is 0.4149 Ha.

The geometry in XYZ format:
```
46
C9H31O6 wB97M-V/def2-TZVPD
O -0.300 -0.359 -0.254
H -0.311 -1.155 0.145
H -0.797 0.257 0.128
H 0.728 0.087 -0.238
C -2.360 -3.031 -0.405
O -1.820 -2.386 0.738
H -3.454 -3.386 -0.317
H -1.701 -3.813 -0.730
H -2.388 -2.219 -1.115
H -1.879 -2.835 1.641
C 1.488 -3.107 0.963
O 1.756 -1.692 1.096
H 2.137 -3.808 1.199
H 1.138 -3.238 -0.094
H 0.765 -3.437 1.831
H 2.510 -1.814 1.752
C 0.449 1.708 3.376
O 0.137 1.762 2.046
H 1.229 1.052 3.524
H -0.303 1.791 4.003
H 0.972 2.433 3.553
H 0.244 2.705 1.805
C -2.647 0.820 -2.150
C -3.351 1.389 -0.854
C -4.376 0.478 -0.265
O -2.308 1.500 0.159
H -2.119 -0.189 -1.938
H -1.672 1.329 -2.695
H -3.228 0.839 -2.964
H -3.810 2.454 -0.994
H -5.203 0.316 -1.006
H -4.969 0.753 0.448
H -3.846 -0.449 0.027
H -2.409 2.099 0.667
C 4.215 1.647 -0.237
C 3.123 1.402 -1.243
C 3.383 0.051 -1.970
O 1.857 1.551 -0.552
H 4.291 2.760 0.042
H 5.056 1.458 -0.754
H 4.347 0.979 0.545
H 3.320 2.032 -2.073
H 4.363 -0.032 -2.419
H 2.529 -0.191 -2.722
H 3.451 -0.909 -1.326
H 1.748 2.408 -0.371
```

Atomic partial charges in e from the Mulliken method, atoms 1 to 4: -0.102 0.406 0.307 0.498



No. 3
Below is a structure of composition C9H32N5O10 in a non-equilibrium geometry, with properties calculated with wB97M-V/def2-TZVPD.

Its total energy is -1387.96008 Ha. Its molecular weight is 370.4 g/mol. Its charge is -1. For the relative energy (zero: lowest compared OMol25 entry of this formula, charge and spin), the calculation gives 774.5 kJ/mol. The gap between HOMO and LUMO is 0.3196 Ha.

The geometry in XYZ format:
```
56
C9H32N5O10 wB97M-V/def2-TZVPD
N -0.247 -0.012 -0.467
O 0.029 -1.008 -1.196
O -1.195 -0.013 0.278
O 0.396 1.001 -0.495
C -2.368 -1.712 -1.378
O -3.610 -1.973 -1.973
H -1.598 -2.038 -2.077
H -2.056 -0.704 -1.104
H -2.373 -2.292 -0.455
H -4.206 -1.695 -1.274
C 1.430 -0.396 -3.703
O 0.018 -0.531 -3.687
H 2.069 -1.005 -4.344
H 1.891 0.588 -3.625
H 1.753 -0.726 -2.716
H -0.376 -0.045 -2.959
C 1.291 3.251 1.354
O 2.081 2.561 2.247
H 0.775 2.494 0.764
H 0.712 4.000 1.896
H 1.880 3.814 0.630
H 2.562 1.934 1.703
C -3.552 0.538 1.012
O -4.457 -0.384 1.383
H -4.004 1.313 0.392
H -3.097 0.863 1.947
H -2.681 0.102 0.521
H -4.664 -0.878 0.587
C 0.765 3.599 -2.562
O 1.380 3.855 -3.608
N 1.044 2.509 -1.841
N -0.242 4.192 -2.126
H 1.809 1.875 -2.020
H 0.448 2.299 -1.053
H -0.709 4.902 -2.673
H -0.619 3.984 -1.213
C -0.274 0.258 2.960
O 0.111 0.035 4.051
N -1.171 -0.504 2.360
N 0.149 1.169 2.159
H -1.593 -0.300 1.466
H -1.554 -1.266 2.901
H 0.872 1.799 2.475
H 0.047 0.988 1.170
C 1.099 -1.978 1.132
C 2.132 -3.027 1.509
C 2.077 -4.277 0.730
O 3.437 -2.634 1.431
H 1.181 -1.848 0.053
H 1.181 -1.085 1.752
H 0.081 -2.340 1.274
H 2.025 -3.313 2.556
H 2.402 -3.941 -0.254
H 1.061 -4.668 0.789
H 2.770 -5.061 1.038
H 3.687 -2.266 2.281
```

Atomic partial charges in e from the Mulliken method, atoms 1 to 4: 0.550 -0.673 -1.191 -0.877



No. 4
Below is a cluster of 8 separate species, C9H33ClNO8 in total in a non-equilibrium geometry, with properties calculated with wB97M-V/def2-TZVPD.

The multiplicity is 2. Its total energy is -1479.39234 Ha. Its molecular weight is 318.8 g/mol. The gap between HOMO and LUMO (spin up / spin down) is 0.3530 / 0.1782 Ha.

The geometry in XYZ format:
```
52
C9H33ClNO8 wB97M-V/def2-TZVPD
Cl 1.566 -0.760 0.306
C -4.590 2.386 -2.504
O -3.416 1.711 -2.072
C -2.259 2.018 -2.787
C -1.058 1.192 -2.247
N -0.458 1.683 -1.018
C -1.390 1.865 0.044
C -0.700 2.183 1.402
O 0.150 3.315 1.376
C 0.407 3.862 2.671
H -4.422 3.461 -2.554
H -5.453 2.086 -1.909
H -4.832 2.191 -3.548
H -2.076 3.088 -2.883
H -2.541 1.789 -3.814
H -0.260 1.154 -2.989
H -1.444 0.181 -2.114
H 0.272 1.062 -0.698
H -2.037 1.003 0.206
H -2.040 2.686 -0.257
H -0.014 1.380 1.673
H -1.448 2.326 2.181
H 1.285 4.500 2.566
H 0.503 3.182 3.517
H -0.372 4.576 2.938
C 2.179 -3.871 2.335
O 3.160 -3.401 1.379
H 2.624 -4.740 2.819
H 1.998 -3.119 3.104
H 1.212 -4.120 1.899
H 2.788 -2.670 0.881
C -1.280 -2.812 1.100
O -1.529 -1.615 0.392
H -2.220 -3.330 1.290
H -0.536 -3.380 0.541
H -0.898 -2.467 2.061
H -0.710 -1.116 0.337
C 1.425 -3.862 -2.060
O 0.427 -2.758 -2.072
H 2.390 -3.382 -2.218
H 1.414 -4.421 -1.124
H 1.059 -4.615 -2.758
H 0.616 -2.106 -1.393
O 2.511 2.194 -0.051
H 2.251 1.317 0.229
H 1.827 2.768 0.295
O 1.474 -0.464 3.678
H 0.593 -0.093 3.635
H 1.669 -0.725 2.778
O 4.250 -0.118 -1.418
H 3.360 -0.377 -1.180
H 4.571 -0.836 -1.965
```

Atomic partial charges in e from the Mulliken method, atoms 1 to 4: -0.831 -0.820 -0.256 -0.980



No. 5
Below is a cluster of 8 separate species, C9H34N6O8 in total in a non-equilibrium geometry, with properties calculated with wB97M-V/def2-TZVPD.

Its total energy is -1293.72002 Ha. Its molecular weight is 354.4 g/mol. For the relative energy (zero: lowest compared OMol25 entry of this formula, charge and spin), the calculation gives 424.4 kJ/mol. The gap between HOMO and LUMO is 0.3558 Ha.

The geometry in XYZ format:
```
57
C9H34N6O8 wB97M-V/def2-TZVPD
N 2.037 -4.923 1.935
C 1.841 -3.642 1.808
N 2.079 -3.133 0.617
O 1.537 -2.910 2.746
H 2.189 -5.371 1.042
H 2.277 -5.417 2.782
H 2.059 -2.126 0.546
H 2.455 -3.808 -0.034
N 3.397 -0.159 -3.384
C 4.309 0.661 -3.880
N 4.527 0.273 -5.186
O 4.970 1.404 -3.207
H 2.954 0.189 -2.546
H 3.020 -0.810 -4.058
H 5.283 0.751 -5.654
H 3.999 -0.439 -5.670
N -3.341 1.529 3.475
C -3.294 1.790 2.209
N -4.481 1.928 1.740
O -2.276 1.842 1.561
H -2.421 1.345 3.850
H -4.161 1.593 4.061
H -5.383 1.857 2.187
H -4.523 1.857 0.733
C -2.076 -2.161 0.429
C -2.950 -1.590 -0.659
O -4.229 -1.764 -0.213
H -2.218 -3.207 0.700
H -2.194 -1.691 1.405
H -1.013 -2.026 0.227
H -2.739 -2.107 -1.595
H -2.848 -0.515 -0.802
H -4.525 -0.952 0.207
C 0.125 0.740 3.826
O 0.241 1.936 3.116
H -0.847 0.744 4.320
H 0.266 -0.124 3.176
H 0.816 0.722 4.669
H -0.528 1.946 2.541
C 0.548 4.781 0.095
O 1.704 5.324 0.611
H 0.675 4.423 -0.927
H 0.382 3.849 0.637
H -0.322 5.402 0.311
H 2.129 4.887 1.353
C -0.986 -0.671 -3.377
O -0.125 -1.467 -2.574
H -1.490 -1.190 -4.193
H -1.700 -0.025 -2.867
H -0.377 0.071 -3.893
H -0.561 -2.320 -2.507
C 0.895 0.694 -0.021
O 1.610 -0.135 -0.864
H 0.910 1.711 -0.413
H -0.127 0.352 0.145
H 1.383 0.752 0.952
H 1.116 -0.670 -1.490
```

Atomic partial charges in e from the Mulliken method, atoms 1 to 4: -0.394 0.746 -0.311 -0.669



No. 6
Below is a structure of composition C9H35F3Hf2NO21S3 in a non-equilibrium geometry, with properties calculated with wB97M-V/def2-TZVPD.

Its total energy is -3588.05548 Ha. Its molecular weight is 1003.5 g/mol. Its charge is +3. The gap between HOMO and LUMO is 0.1350 Ha.

The geometry in XYZ format:
```
74
C9H35F3Hf2NO21S3 wB97M-V/def2-TZVPD
Hf -18.200 -2.145 1.061
Hf -15.792 -5.329 -2.665
S -18.434 -4.900 -1.257
O -17.795 -4.155 -2.374
O -19.646 -5.596 -1.524
O -17.284 -5.832 -1.065
O -18.550 -3.916 -0.139
S -15.793 -2.346 -0.751
O -16.021 -2.894 0.629
O -14.822 -1.321 -0.808
O -15.426 -3.418 -1.730
O -17.187 -1.784 -0.879
C -11.169 -6.277 -3.277
F -11.504 -6.713 -4.474
F -11.427 -7.201 -2.375
F -9.928 -5.896 -3.270
S -12.178 -4.746 -2.856
O -11.810 -3.710 -3.780
O -13.632 -5.118 -3.042
O -11.944 -4.485 -1.444
C -13.051 -1.999 2.076
O -13.891 -2.316 3.147
C -13.938 -3.688 3.602
C -14.243 -3.681 5.075
N -15.690 -3.400 5.327
C -16.023 -3.540 6.758
C -15.840 -4.944 7.388
O -16.759 -5.228 8.408
C -18.111 -5.239 8.034
H -11.993 -2.054 2.349
H -13.126 -0.938 1.810
H -13.281 -2.505 1.132
H -12.933 -4.088 3.441
H -14.668 -4.206 2.965
H -13.688 -2.835 5.484
H -13.874 -4.603 5.531
H -16.135 -4.199 4.871
H -17.121 -3.510 6.677
H -15.804 -2.710 7.423
H -14.842 -4.954 7.832
H -15.892 -5.778 6.672
H -18.648 -5.811 8.787
H -18.264 -5.772 7.081
H -18.573 -4.252 7.942
O -19.866 -1.799 -2.519
H -19.061 -2.304 -2.340
H -20.177 -2.134 -3.370
O -15.910 -3.638 -4.300
H -16.703 -3.269 -4.725
H -15.229 -2.938 -4.345
O -15.440 1.330 -0.382
H -15.389 1.784 -1.234
H -15.117 0.431 -0.543
O -16.711 -2.102 3.006
H -17.099 -2.227 3.895
H -15.719 -2.131 3.179
O -17.060 -0.013 1.288
H -16.497 0.585 0.706
H -17.301 0.539 2.051
O -19.615 -0.683 -0.113
H -19.922 -0.924 -1.036
H -19.934 0.223 0.052
O -14.757 -5.722 -0.511
H -13.803 -5.696 -0.295
H -15.217 -6.015 0.289
C -10.787 -0.595 -3.646
C -11.552 -0.508 -2.338
O -12.921 -0.165 -2.550
H -9.875 -1.175 -3.526
H -10.602 0.374 -4.106
H -11.405 -1.143 -4.362
H -11.005 0.154 -1.656
H -11.529 -1.487 -1.837
H -13.418 -0.507 -1.805
```

Atomic partial charges in e from the Mulliken method, atoms 1 to 4: 1.870 1.448 0.885 -0.718



No. 7
Below is a cluster of 8 separate species, C9H35N7O9 in total in a non-equilibrium geometry, with properties calculated with wB97M-V/def2-TZVPD.

Its total energy is -1424.45301 Ha. Its molecular weight is 385.4 g/mol. For the relative energy (zero: lowest compared OMol25 entry of this formula, charge and spin), the calculation gives 0.0 kJ/mol. The gap between HOMO and LUMO is 0.3308 Ha.

The geometry in XYZ format:
```
60
C9H35N7O9 wB97M-V/def2-TZVPD
C -5.968 -3.535 0.711
O -4.797 -2.795 0.874
C -4.858 -1.506 0.290
C -3.639 -0.751 0.754
N -2.396 -1.210 0.103
C -2.274 -0.781 -1.277
C -1.022 -1.387 -1.894
O -1.229 -2.784 -1.974
C -0.240 -3.419 -2.764
H -5.746 -4.585 0.889
H -6.381 -3.530 -0.314
H -6.792 -3.160 1.330
H -5.772 -0.998 0.637
H -4.969 -1.593 -0.796
H -3.535 -0.781 1.835
H -3.752 0.301 0.474
H -2.325 -2.217 0.203
H -2.151 0.307 -1.290
H -3.105 -1.035 -1.945
H -0.130 -1.229 -1.273
H -0.863 -0.939 -2.884
H -0.379 -4.498 -2.751
H 0.751 -3.180 -2.364
H -0.360 -3.108 -3.809
N 4.346 3.393 1.178
C 4.379 4.227 0.097
N 3.233 4.215 -0.671
O 5.352 4.892 -0.212
H 3.492 2.943 1.456
H 5.188 3.293 1.711
H 2.479 3.599 -0.426
H 3.340 4.593 -1.592
N -0.591 3.703 4.279
C 0.095 2.718 3.630
N 0.625 3.079 2.427
O 0.305 1.624 4.138
H -0.624 3.646 5.280
H -0.988 4.517 3.849
H 0.948 2.387 1.774
H 0.617 4.060 2.211
N 4.051 -2.158 -2.543
C 3.431 -2.738 -1.446
N 2.671 -1.859 -0.695
O 3.639 -3.875 -1.096
H 4.669 -2.796 -3.014
H 3.537 -1.502 -3.103
H 2.284 -1.036 -1.117
H 2.317 -2.286 0.142
O 1.526 1.695 -0.030
H 0.779 1.131 0.269
H 1.537 1.596 -0.992
O -0.197 0.065 1.237
H -0.873 -0.521 0.820
H 0.062 -0.381 2.050
O 2.668 0.547 2.736
H 1.797 0.935 2.908
H 2.706 0.422 1.781
O 1.068 1.603 -2.917
H 1.674 0.955 -3.291
H 0.394 1.727 -3.592
```

Atomic partial charges in e from the Mulliken method, atoms 1 to 4: -0.798 -0.311 -0.430 -0.966



No. 8
Below is a structure of composition C9H36F2FeN19O13S2 in a non-equilibrium geometry, with properties calculated with wB97M-V/def2-TZVPD.

The multiplicity is 9. Its total energy is -4642.50616 Ha. Its molecular weight is 776.5 g/mol. Its charge is +1. For the relative energy (zero: lowest compared OMol25 entry of this formula, charge and spin), the calculation gives 369.1 kJ/mol. The gap between HOMO and LUMO (spin up / spin down) is 0.1223 / 0.1164 Ha.

The geometry in XYZ format:
```
82
C9H36F2FeN19O13S2 wB97M-V/def2-TZVPD
Fe 1.271 2.746 -0.657
N 0.738 1.027 0.044
S 0.538 0.289 1.443
O 1.456 -0.766 1.898
O -0.746 0.464 2.010
F 1.311 1.458 2.241
S 0.220 -0.377 -0.752
O -1.196 -0.652 -0.671
O 1.182 -1.477 -0.746
F 0.400 0.212 -2.207
C 3.523 4.143 1.372
O 2.796 3.573 0.621
N 4.207 5.204 0.954
N 3.656 3.709 2.605
H 4.339 5.201 -0.047
H 4.889 5.540 1.619
H 3.088 2.903 2.825
H 4.053 4.221 3.379
C 3.103 -3.771 1.732
O 3.274 -4.928 2.058
N 3.922 -2.853 1.992
N 2.133 -3.362 0.998
H 3.668 -1.958 1.600
H 4.660 -3.048 2.653
H 1.662 -4.117 0.519
H 1.931 -2.396 0.786
C -4.428 -1.484 -1.566
O -4.123 -1.822 -2.703
N -3.727 -1.297 -0.499
N -5.686 -1.598 -1.209
H -2.735 -1.107 -0.496
H -4.087 -1.351 0.443
H -5.780 -1.075 -0.350
H -6.407 -1.973 -1.808
C 3.270 1.385 -3.065
O 2.615 1.961 -2.250
N 3.896 1.946 -4.104
N 3.467 0.128 -3.043
H 3.919 2.954 -4.165
H 4.352 1.303 -4.735
H 3.031 -0.562 -2.448
H 4.132 -0.242 -3.707
C -5.040 -0.821 2.487
O -5.216 -1.956 2.085
N -3.887 -0.210 2.583
N -6.039 0.020 2.802
H -3.063 -0.710 2.283
H -3.863 0.711 2.998
H -6.963 -0.339 2.609
H -5.881 0.990 3.035
C -1.541 2.812 -2.353
O -0.437 2.982 -1.845
N -1.917 1.635 -2.837
N -2.435 3.787 -2.423
H -1.408 0.764 -2.789
H -2.882 1.554 -3.127
H -3.427 3.629 -2.533
H -2.139 4.665 -2.021
C -0.784 4.203 1.590
O -0.019 3.735 0.796
N -0.597 3.911 2.831
N -1.702 5.093 1.396
H 0.246 3.391 3.028
H -1.133 4.216 3.631
H -1.964 5.257 0.435
H -2.224 5.334 2.227
C 3.689 -4.093 -2.591
O 3.834 -4.611 -1.581
N 2.970 -3.059 -2.843
N 4.108 -4.725 -3.635
H 2.412 -2.730 -2.069
H 3.089 -2.621 -3.746
H 3.576 -4.383 -4.423
H 4.257 -5.716 -3.511
C -1.895 -3.348 1.982
O -1.663 -2.306 2.609
N -3.031 -3.867 1.792
N -0.937 -4.163 1.705
H -2.950 -4.765 1.339
H -3.842 -3.424 2.199
H 0.017 -3.834 1.649
H -1.107 -5.158 1.671
```

Atomic partial charges in e from the Mulliken method, atoms 1 to 4: 3.162 1.048 0.286 -0.738